[1]
{
  "formula": "C3H7N2O2",
  "method": "the ωB97M-V functional and the def2-TZVPD basis",
  "lumo_ev": 4.18,
  "total_energy_ha": -378.516386,
  "total_charge": -1,
  "e_above_lowest_ev": 1.680,
  "species": ["O", "C", "N", "C", "O", "C", "N", "H", "H", "H", "H", "H", "H", "H"],
  "coordinates": [[-0.010939, 1.435282, 0.051006], [0.329054, 0.342742, 0.564680], [-0.415214, -0.743134, 0.582891], [-1.854166, -1.149749, -1.979137], [-1.727160, -1.393782, -3.155010], [1.716346, 0.350537, 1.227180], [1.743624, 1.151575, 2.445491], [0.108841, -1.486165, 1.041387], [-1.563601, -0.224600, -1.451160], [-2.358556, -1.853015, -1.283065], [2.411135, 0.802597, 0.511391], [2.072731, -0.665808, 1.451705], [1.502133, 2.100399, 2.172313], [1.035383, 0.788981, 3.066345]],
  "atomic_forces_ev_per_a": [[-0.07, 0.35, -0.03], [-0.05, -0.10, -0.21], [0.02, -0.37, 0.13], [-0.55, 0.24, 0.52], [0.18, 0.04, 0.09], [0.12, -0.31, -0.36], [0.59, 0.17, 0.05], [-0.02, 0.01, 0.00], [0.27, 0.01, -0.45], [0.16, -0.18, -0.16], [0.01, -0.09, 0.07], [-0.09, 0.17, 0.02], [-0.29, -0.16, 0.21], [-0.26, 0.23, 0.10]],
  "lowdin_charge": [-0.13, -0.73, 0.03, -0.18, -0.06, -0.27, -0.03, -0.02, 0.04, 0.06, 0.10, 0.09, 0.05, 0.05]
}


[2]
{
  "formula": "C35H68ClF4O16P3",
  "method": "the ωB97M-V functional and the def2-TZVPD basis",
  "lumo_ev": -0.09,
  "total_energy_ha": -4461.942837,
  "species": ["C", "C", "C", "C", "C", "C", "F", "F", "F", "O", "C", "O", "C", "C", "C", "C", "Cl", "O", "C", "C", "C", "C", "F", "C", "O", "C", "H", "H", "H", "H", "H", "H", "H", "H", "H", "H", "H", "H", "H", "H", "H", "H", "H", "H", "H", "H", "H", "H", "H", "O", "P", "O", "C", "C", "O", "C", "C", "O", "C", "C", "H", "H", "H", "H", "H", "H", "H", "H", "H", "H", "H", "H", "H", "H", "H", "O", "P", "O", "C", "C", "O", "C", "C", "O", "C", "C", "H", "H", "H", "H", "H", "H", "H", "H", "H", "H", "H", "H", "H", "H", "H", "O", "P", "O", "C", "C", "O", "C", "C", "O", "C", "C", "H", "H", "H", "H", "H", "H", "H", "H", "H", "H", "H", "H", "H", "H", "H"],
  "coordinates": [[-1.963552, -2.815527, 2.468031], [-2.213783, -1.659834, 2.239687], [-2.457555, -0.234870, 1.880826], [-3.829848, 0.131725, 1.283403], [-4.998144, 0.258201, 2.292940], [-5.275760, -0.984042, 3.131947], [-6.577379, -0.917977, 3.532629], [-5.160554, -2.134338, 2.484123], [-4.577734, -0.986848, 4.280209], [-1.586560, -0.122637, 0.700388], [-0.866831, 1.026955, 0.587900], [-0.499766, 1.425161, -0.470751], [-0.626901, 1.550654, 2.023534], [0.832160, 1.237655, 2.488756], [1.860451, 1.345601, 1.318743], [3.339433, 1.241187, 1.776008], [3.553839, 1.088437, 3.563354], [-0.735001, 2.935855, 2.289011], [-1.482092, 3.661071, 1.313915], [-1.802084, 5.071647, 1.855725], [-3.063518, 4.986265, 2.768266], [-1.765645, 0.812705, 2.823007], [-2.668415, 1.746632, 3.337991], [-1.315581, 0.105079, 4.134138], [-0.777694, 1.082663, 5.019235], [-1.463141, 1.120717, 6.263524], [-1.532460, -3.797275, 2.455081], [-4.097162, -0.658324, 0.566593], [-3.757074, 1.069417, 0.715947], [-5.909950, 0.423566, 1.696919], [-4.924607, 1.115358, 2.970628], [1.067900, 2.017255, 3.220331], [0.936552, 0.229447, 2.904034], [1.638268, 2.228509, 0.705508], [1.673701, 0.465103, 0.681434], [3.769564, 0.330916, 1.341000], [3.954765, 2.068879, 1.409424], [-0.883405, 3.768784, 0.394737], [-2.456867, 3.180945, 1.106720], [-2.085539, 5.746306, 1.034578], [-0.987770, 5.474047, 2.471231], [-2.913452, 4.303486, 3.614937], [-3.275831, 5.997403, 3.157724], [-3.964307, 4.709851, 2.196064], [-2.181027, -0.407616, 4.574743], [-0.511711, -0.624558, 3.960724], [-0.754203, 1.464797, 7.035514], [-2.255800, 1.884201, 6.206236], [-1.841753, 0.144365, 6.599342], [3.249615, -4.704980, 7.607217], [2.711296, -3.915268, 6.456189], [1.261319, -4.649784, 6.184787], [0.222112, -4.484856, 7.140795], [-0.255908, -3.044496, 7.231241], [3.598503, -4.567439, 5.234767], [4.709066, -5.416588, 5.523966], [4.288838, -6.864381, 5.711718], [2.342139, -2.649301, 5.432686], [2.572394, -1.304477, 5.881720], [3.932963, -1.095284, 6.513044], [0.558865, -4.838512, 8.119772], [-0.603564, -5.121735, 6.821727], [0.491247, -2.424299, 7.737218], [-1.179412, -2.976951, 7.809462], [-0.429714, -2.626857, 6.238918], [5.254045, -5.047060, 6.392308], [5.398689, -5.348786, 4.680330], [3.387638, -6.964145, 6.316161], [5.086994, -7.440171, 6.182635], [4.057092, -7.316818, 4.744988], [1.783948, -1.014577, 6.583261], [2.469602, -0.659010, 5.010992], [4.096281, -1.774709, 7.359334], [4.023947, -0.073483, 6.883157], [4.727511, -1.277141, 5.787881], [2.987422, 1.180621, -4.918887], [3.878173, 1.330756, -3.726303], [4.454699, -0.198645, -3.533250], [5.365889, -0.711950, -4.497038], [6.686029, 0.040527, -4.502074], [2.747016, 1.367150, -2.537139], [1.356874, 1.502589, -2.859296], [0.707477, 0.163073, -3.151350], [4.969647, 1.959539, -2.619780], [5.709251, 3.135334, -2.973244], [4.852485, 4.235488, -3.568269], [4.907903, -0.687402, -5.490188], [5.543887, -1.755777, -4.237331], [6.559684, 1.031317, -4.951410], [7.434225, -0.490637, -5.092837], [7.065363, 0.171666, -3.488797], [1.225112, 2.197066, -3.690468], [0.867694, 1.958069, -2.005962], [1.323955, -0.481013, -3.779464], [-0.256246, 0.302018, -3.641210], [0.548742, -0.388755, -2.222503], [6.512521, 2.868100, -3.666027], [6.187828, 3.495999, -2.061601], [4.306452, 3.889369, -4.454155], [5.475485, 5.078452, -3.868924], [4.114990, 4.585575, -2.844800], [-2.802823, -1.152922, -6.723864], [-3.528006, -0.098925, -7.499526], [-3.038632, -0.407765, -9.040008], [-3.501764, -1.589886, -9.679919], [-5.004164, -1.573119, -9.907356], [-2.586252, 1.200205, -7.149662], [-1.592645, 1.117485, -6.124536], [-0.275826, 0.567466, -6.642793], [-4.707883, 0.973970, -8.011936], [-6.030439, 0.854119, -7.473742], [-6.061123, 0.702990, -5.965512], [-3.213697, -2.466730, -9.092535], [-2.989795, -1.648902, -10.640748], [-5.535817, -1.716232, -8.960631], [-5.305662, -2.382582, -10.574391], [-5.323926, -0.624321, -10.337778], [-1.963535, 0.529958, -5.284199], [-1.434235, 2.128202, -5.742249], [-0.403326, -0.288066, -7.306379], [0.369606, 0.268391, -5.818876], [0.242532, 1.327759, -7.230797], [-6.543171, 0.011237, -7.946443], [-6.573942, 1.754601, -7.762881], [-5.471557, -0.159837, -5.632750], [-7.085881, 0.559422, -5.621186], [-5.649156, 1.588520, -5.479824]],
  "atomic_forces_ev_per_a": [[0.41, 0.63, -0.66], [-0.64, 0.02, 0.53], [1.63, 0.59, -1.44], [-0.72, -0.40, 1.10], [-0.07, -0.14, -0.65], [-1.40, 1.37, 0.20], [-0.03, -0.09, 0.03], [0.50, -0.24, 0.02], [0.55, -0.50, -0.23], [0.23, 0.06, -0.92], [-0.67, -0.33, 0.99], [0.03, 0.18, 0.11], [0.13, 0.19, 0.80], [0.26, -0.06, -0.93], [-0.62, -0.67, 0.40], [-0.14, -0.24, -0.70], [0.34, 0.29, -0.38], [-0.30, -0.05, -1.21], [0.09, 1.38, -0.14], [-1.36, -0.90, 0.76], [0.22, 0.80, -0.03], [-0.05, -0.98, 2.29], [-0.23, -0.07, -0.94], [0.86, 0.42, -0.23], [-0.39, -0.76, 0.19], [0.35, 0.89, 0.42], [-0.38, 0.11, 0.34], [0.28, 0.22, 0.16], [0.21, -0.21, 0.30], [0.26, -0.15, 0.21], [0.23, -0.31, -0.12], [-0.27, -0.52, 0.12], [-0.11, 0.37, 0.12], [0.39, -0.10, 0.27], [0.15, 0.45, -0.04], [-0.05, 0.25, 0.33], [-0.24, -0.04, 0.40], [-0.31, -0.34, 0.18], [0.42, -0.09, -0.11], [0.57, -0.18, 0.10], [0.06, -0.07, -0.53], [-0.09, 0.13, -0.31], [0.06, -0.40, 0.08], [0.38, -0.19, 0.15], [0.16, 0.15, -0.19], [-0.48, -0.04, -0.18], [-0.13, -0.12, -0.36], [-0.09, -0.47, 0.11], [-0.03, 0.20, -0.32], [-0.12, 3.33, 1.45], [-0.80, -5.58, -5.08], [0.35, 0.67, 0.28], [-0.24, 0.04, 0.12], [0.10, 0.07, 0.11], [0.04, 0.77, 0.29], [0.10, -0.34, 0.19], [-0.17, -0.16, -0.23], [0.82, 0.79, 3.03], [-0.16, 0.59, 0.07], [0.15, -0.23, -0.12], [0.01, -0.02, -0.02], [0.13, -0.07, -0.10], [-0.04, 0.04, -0.01], [0.04, -0.04, 0.01], [-0.02, -0.05, -0.02], [-0.14, -0.03, 0.09], [-0.19, 0.15, -0.12], [0.12, 0.20, 0.17], [0.01, 0.01, -0.04], [0.07, -0.01, 0.01], [-0.03, -0.05, 0.00], [-0.07, -0.24, -0.03], [-0.06, 0.08, 0.02], [-0.01, -0.01, -0.01], [-0.02, 0.03, 0.00], [2.39, 2.50, -1.24], [-3.43, -5.06, 4.65], [0.24, 0.80, -0.21], [0.21, -0.14, -0.15], [-0.04, 0.13, -0.09], [0.56, 0.65, -0.23], [-0.25, -0.13, -0.37], [0.09, -0.30, 0.27], [0.08, 1.35, -2.89], [0.38, 0.36, -0.01], [-0.22, -0.05, 0.10], [-0.03, -0.01, 0.02], [-0.15, 0.03, 0.10], [0.05, 0.00, 0.00], [-0.05, 0.00, -0.01], [-0.01, -0.06, 0.01], [0.14, -0.14, -0.13], [0.27, -0.02, 0.13], [0.07, 0.25, -0.16], [-0.04, -0.01, 0.11], [-0.10, 0.08, 0.01], [0.00, -0.04, 0.01], [-0.09, -0.17, 0.07], [0.09, 0.01, -0.02], [0.00, -0.02, 0.00], [0.01, 0.00, -0.01], [-3.49, -0.83, 0.80], [6.05, 3.54, -3.11], [-0.69, -0.03, 0.52], [-0.09, -0.20, -0.18], [-0.06, -0.05, 0.14], [-0.84, -0.12, 0.25], [0.38, -0.25, 0.08], [0.16, 0.14, -0.32], [-1.05, -2.42, 1.83], [-0.52, 0.04, 0.03], [0.20, 0.11, 0.07], [0.03, 0.02, 0.00], [0.10, 0.13, 0.08], [-0.04, -0.01, -0.04], [0.04, -0.01, 0.04], [0.05, 0.00, -0.04], [-0.03, -0.13, -0.11], [-0.17, 0.08, -0.20], [-0.24, -0.09, 0.19], [0.06, 0.08, -0.03], [0.04, 0.02, 0.09], [0.02, 0.00, -0.03], [0.18, 0.03, -0.10], [-0.08, -0.02, -0.04], [0.01, 0.00, -0.01], [-0.01, -0.01, -0.01]],
  "lowdin_charge": [0.18, -0.04, -0.29, -0.05, -0.05, -0.62, 0.10, 0.16, 0.13, 0.06, -0.38, 0.15, -0.26, -0.12, -0.21, -0.50, 0.61, -0.05, -0.20, -0.19, -0.11, -0.22, 0.04, -0.14, -0.17, -0.09, 0.05, 0.14, 0.13, 0.14, 0.13, 0.11, 0.11, 0.12, 0.12, 0.07, 0.07, 0.13, 0.12, 0.11, 0.11, 0.07, 0.07, 0.07, 0.12, 0.12, 0.09, 0.09, 0.09, -0.23, 0.60, -0.21, -0.29, -0.08, -0.21, -0.29, -0.08, -0.19, -0.30, -0.08, 0.11, 0.12, 0.06, 0.08, 0.07, 0.10, 0.11, 0.07, 0.08, 0.07, 0.10, 0.04, 0.07, 0.08, 0.08, -0.22, 0.60, -0.21, -0.29, -0.08, -0.21, -0.28, -0.07, -0.20, -0.29, -0.08, 0.11, 0.12, 0.06, 0.08, 0.08, 0.11, 0.08, 0.07, 0.06, 0.07, 0.10, 0.12, 0.07, 0.08, 0.09, -0.22, 0.60, -0.21, -0.29, -0.08, -0.21, -0.29, -0.06, -0.19, -0.29, -0.08, 0.11, 0.12, 0.06, 0.08, 0.08, 0.09, 0.12, 0.08, 0.05, 0.08, 0.10, 0.12, 0.07, 0.08, 0.09]
}


[3]
{
  "formula": "C23H26ClN3Tc",
  "method": "the ωB97M-V functional and the def2-TZVPD basis",
  "lumo_ev": [-7.25, -7.93],
  "total_energy_ha": -1596.690112,
  "total_charge": 2,
  "multiplicity": 4,
  "e_above_lowest_ev": 0.000,
  "species": ["Tc", "C", "N", "C", "C", "C", "C", "C", "C", "C", "N", "C", "C", "C", "C", "C", "C", "N", "C", "C", "H", "H", "H", "H", "H", "H", "H", "H", "H", "H", "H", "H", "H", "H", "H", "H", "H", "H", "H", "H", "Cl", "C", "C", "C", "C", "C", "C", "C", "H", "H", "H", "H", "H", "H"],
  "coordinates": [[-0.222626, 0.464366, -0.448669], [-1.809845, 0.853527, 2.040967], [-1.423242, -0.339922, 1.235218], [-2.647644, -1.099560, 0.857809], [-0.529237, -1.220122, 2.013499], [-0.887491, -1.741996, 3.242314], [0.019901, -2.535808, 3.929811], [1.275686, -2.789524, 3.387343], [1.633571, -2.274712, 2.153146], [0.713651, -1.499858, 1.449626], [0.939996, -0.915047, 0.190957], [2.188538, -0.899404, -0.475582], [2.935916, -2.026304, -0.789284], [4.116160, -1.868650, -1.499861], [4.533191, -0.607972, -1.906628], [3.775285, 0.520366, -1.615662], [2.604758, 0.364459, -0.899423], [1.713482, 1.468249, -0.511819], [1.899907, 2.674006, -1.356815], [1.978307, 1.863069, 0.908567], [-2.368446, 0.555242, 2.928650], [-2.440281, 1.504551, 1.436939], [-0.913491, 1.383955, 2.363801], [-3.148587, -1.464120, 1.754840], [-2.368434, -1.947639, 0.235973], [-3.319439, -0.441631, 0.315511], [-1.856050, -1.533578, 3.678188], [-0.248533, -2.944952, 4.893476], [1.985772, -3.393304, 3.935433], [2.616595, -2.465748, 1.748075], [2.583882, -3.008817, -0.505616], [4.707834, -2.736957, -1.754480], [5.453947, -0.499933, -2.462658], [4.113698, 1.490764, -1.950109], [2.853282, 3.148998, -1.124384], [1.102764, 3.383217, -1.141862], [1.885728, 2.400581, -2.407235], [2.996084, 2.247802, 0.988551], [1.873373, 1.003551, 1.566999], [1.279300, 2.648689, 1.197514], [-6.271933, 0.757415, -1.146330], [-4.603675, 0.802102, -1.501691], [-4.012930, -0.287933, -2.155128], [-2.669575, -0.263024, -2.443231], [-1.892176, 0.876832, -2.136001], [-0.474345, 0.971356, -2.453936], [-2.509017, 1.959270, -1.468161], [-3.854093, 1.915540, -1.139240], [-4.625033, -1.135939, -2.431039], [-2.209806, -1.094322, -2.964319], [-0.134945, 1.966573, -2.732417], [-0.056248, 0.189825, -3.088590], [-1.945933, 2.870959, -1.290860], [-4.337553, 2.751510, -0.652178]],
  "atomic_forces_ev_per_a": [[0.02, 0.10, -0.02], [0.02, -0.01, 0.01], [-0.08, -0.11, 0.04], [0.03, 0.01, 0.03], [0.01, 0.04, -0.08], [0.03, 0.00, -0.01], [0.06, 0.00, -0.04], [-0.07, 0.01, 0.05], [0.00, 0.01, -0.04], [-0.05, 0.00, 0.01], [0.07, 0.01, 0.06], [-0.06, -0.03, 0.03], [0.04, 0.00, -0.01], [-0.02, 0.00, 0.01], [0.01, 0.00, 0.00], [0.05, -0.02, -0.04], [-0.04, -0.04, 0.01], [-0.10, 0.09, -0.09], [0.02, 0.01, 0.01], [-0.01, 0.00, 0.01], [0.00, -0.01, 0.00], [0.00, 0.00, 0.00], [0.00, 0.00, 0.00], [-0.01, 0.01, 0.00], [0.00, 0.00, 0.01], [0.00, 0.00, 0.02], [0.00, 0.00, 0.01], [0.00, 0.00, 0.00], [0.00, 0.00, 0.00], [0.00, 0.00, 0.01], [0.01, 0.00, 0.00], [-0.01, -0.01, 0.01], [0.00, 0.01, 0.00], [0.00, 0.00, 0.01], [0.00, 0.00, 0.01], [0.00, 0.00, 0.00], [0.01, 0.01, 0.01], [0.00, 0.00, 0.01], [0.01, 0.00, 0.01], [0.00, 0.00, -0.01], [-0.01, -0.01, 0.01], [0.00, -0.01, -0.04], [-0.01, 0.00, -0.03], [0.02, -0.01, 0.00], [0.03, 0.04, 0.08], [0.07, 0.01, -0.12], [0.00, -0.01, 0.04], [0.00, 0.02, 0.01], [0.00, 0.00, 0.00], [-0.01, 0.00, -0.01], [0.03, -0.10, 0.10], [-0.06, 0.00, -0.02], [-0.01, 0.00, 0.00], [0.01, 0.00, 0.00]],
  "lowdin_charge": [1.56, -0.04, -0.30, -0.02, -0.21, 0.00, -0.03, -0.03, 0.01, -0.21, -0.09, -0.23, 0.00, -0.03, -0.03, 0.01, -0.20, -0.30, -0.06, -0.02, 0.11, 0.08, 0.09, 0.11, 0.11, 0.06, 0.12, 0.12, 0.13, 0.11, 0.13, 0.13, 0.13, 0.12, 0.11, 0.10, 0.09, 0.12, 0.09, 0.10, 0.80, -0.66, -0.07, -0.02, -0.38, -0.15, -0.05, -0.08, 0.13, 0.13, 0.07, 0.10, 0.13, 0.13]
}


[4]
{
  "formula": "C4H7N4O",
  "method": "the ωB97M-V functional and the def2-TZVPD basis",
  "lumo_ev": -6.66,
  "total_energy_ha": -450.515188,
  "total_charge": 1,
  "e_above_lowest_ev": 2.536,
  "species": ["C", "C", "C", "C", "N", "N", "N", "N", "O", "H", "H", "H", "H", "H", "H", "H"],
  "coordinates": [[-1.361969, -1.623769, -0.546180], [-0.499887, -2.727726, -0.179309], [-1.122399, -0.350612, -0.148612], [0.277705, 2.138429, -0.243790], [0.732178, -2.552968, -0.076598], [-0.250787, 0.041758, 0.766621], [0.968309, 3.288132, -0.028652], [0.428659, 1.129730, 0.777846], [-0.356550, 1.907882, -1.249824], [-2.285737, -1.887341, -1.159930], [-0.914403, -3.657748, 0.072612], [-1.760121, 0.489465, -0.742937], [1.429373, -3.192900, 0.230137], [1.241947, 3.441427, 0.966670], [0.877068, 4.114451, -0.560000], [1.018885, 1.448562, 1.494237]],
  "atomic_forces_ev_per_a": [[-1.50, -0.85, -0.21], [0.97, 0.07, 0.41], [-2.75, 2.90, -2.55], [-0.31, 1.20, -2.75], [0.97, 2.73, -0.57], [2.70, -0.17, 1.41], [0.54, -1.71, 3.68], [-2.66, -0.14, -2.64], [0.30, -0.09, 0.79], [1.35, 0.74, 0.87], [-1.23, -1.40, 0.02], [1.62, -1.91, 1.48], [-0.21, -1.29, 0.39], [-0.08, 0.23, -1.42], [-0.42, 0.54, -0.96], [0.72, -0.87, 2.04]],
  "lowdin_charge": [0.04, -0.20, -0.12, -0.49, 0.18, 0.18, 0.21, 0.16, 0.10, 0.16, 0.11, 0.20, 0.08, 0.14, 0.12, 0.16]
}